Entry 1:
{
  "formula": "C22H35Br2NO5S4",
  "method": "the ωB97M-V functional and the def2-TZVPD basis",
  "symbols": ["C", "C", "N", "C", "C", "C", "S", "S", "C", "C", "C", "C", "C", "C", "C", "C", "C", "C", "C", "C", "C", "C", "S", "C", "O", "O", "O", "S", "O", "O", "H", "H", "H", "H", "H", "H", "H", "H", "H", "H", "H", "H", "H", "H", "H", "H", "H", "H", "H", "H", "H", "H", "H", "H", "H", "H", "H", "H", "H", "H", "H", "Br", "C", "C", "Br", "H", "H", "H", "H"],
  "xyz": [[6.020, 1.676, 0.754], [4.708, 0.851, 0.441], [4.848, -0.239, -0.554], [6.144, -0.948, -0.478], [6.355, -1.639, 0.941], [4.550, 0.175, -1.897], [4.807, 1.712, -2.452], [3.888, -1.164, -2.988], [2.128, -1.413, -2.513], [1.791, -2.856, -1.968], [0.275, -3.289, -2.229], [-0.591, -2.393, -1.234], [-1.171, -1.110, -1.981], [-1.919, -0.258, -0.834], [-3.185, -0.949, -0.241], [-4.564, -0.220, -0.477], [-4.531, 1.308, -0.664], [-4.526, 1.808, -2.058], [-4.491, 3.215, -2.411], [-4.424, 4.214, -1.352], [-4.436, 3.762, 0.045], [-4.507, 2.327, 0.371], [-3.130, -1.188, 1.641], [-1.459, -1.437, 2.319], [-3.724, -0.041, 2.362], [-4.019, -2.331, 1.895], [-3.432, -2.293, -0.762], [-2.128, -3.289, -0.684], [-2.341, -4.293, -1.737], [-1.942, -4.022, 0.561], [6.587, 1.251, 1.632], [6.739, 1.713, -0.099], [5.755, 2.726, 1.057], [4.383, 0.366, 1.406], [3.903, 1.590, 0.190], [7.030, -0.348, -0.813], [6.069, -1.812, -1.203], [6.503, -0.907, 1.768], [7.238, -2.318, 0.815], [5.438, -2.277, 1.092], [1.486, -1.117, -3.392], [1.900, -0.641, -1.718], [2.522, -3.564, -2.441], [2.022, -2.835, -0.862], [0.216, -4.370, -1.960], [0.029, -3.056, -3.292], [0.086, -2.130, -0.386], [-1.908, -1.442, -2.756], [-0.370, -0.437, -2.364], [-2.072, 0.748, -1.294], [-1.122, -0.105, -0.048], [-5.267, -0.457, 0.373], [-5.035, -0.685, -1.385], [-4.580, 1.054, -2.888], [-4.511, 3.458, -3.504], [-4.369, 5.293, -1.638], [-4.388, 4.548, 0.841], [-4.546, 2.027, 1.440], [-1.273, -0.719, 3.168], [-0.624, -1.446, 1.581], [-1.463, -2.458, 2.800], [-0.680, 2.715, 1.901], [-1.892, 2.656, 3.426], [-1.221, 3.156, 4.678], [-0.011, 1.817, 5.414], [-2.249, 1.631, 3.508], [-2.725, 3.304, 3.151], [-1.957, 3.335, 5.461], [-0.637, 4.060, 4.522]],
  "atomic_forces_ev_per_a": [[0.207, 0.099, 0.546], [0.509, 0.626, 1.430], [-0.179, 1.420, -1.114], [0.061, -2.060, 0.277], [-0.362, -0.001, -1.373], [-0.038, 0.297, 0.486], [-0.464, -1.414, 0.177], [0.383, 0.370, 0.132], [-0.800, 0.706, 0.931], [0.300, 0.459, -0.254], [1.180, 0.561, 1.349], [-0.264, 0.960, -1.736], [-0.596, -0.122, 2.195], [1.479, -0.100, -0.886], [-0.469, 0.579, -0.049], [-0.797, 0.320, 0.460], [0.285, 2.589, -1.627], [-0.063, 0.656, 1.187], [0.087, -0.991, 1.815], [-0.096, -2.045, 0.437], [-0.072, -1.098, -1.983], [0.087, 0.749, -1.215], [-3.549, -0.360, 2.920], [0.771, -0.914, 0.881], [1.858, 0.082, -1.457], [2.006, 0.541, -0.953], [2.201, 0.582, 0.384], [0.566, -5.676, -1.485], [-0.383, 2.411, 0.375], [-0.070, 2.646, -0.076], [-0.609, 0.301, -0.902], [-0.785, 0.120, 0.582], [0.204, -0.962, -0.465], [0.289, 0.369, -0.934], [0.654, -1.051, -0.240], [-0.853, -0.129, 0.447], [0.071, 0.974, 0.601], [-0.098, -0.736, -0.624], [-0.709, 0.664, 0.438], [0.985, 0.671, 0.196], [0.837, -0.511, 0.681], [0.241, -0.756, -0.780], [-0.889, 0.426, 0.364], [-0.246, -0.292, -1.105], [-0.302, 0.876, -0.531], [-0.124, -0.542, 0.885], [-1.030, -0.108, -0.333], [0.854, 0.385, 0.417], [-0.645, -0.812, 0.016], [-0.595, -0.764, 0.746], [-1.018, -0.031, -0.607], [0.851, 0.041, -0.780], [0.658, 0.393, 0.742], [0.078, 0.800, 0.894], [0.045, 0.033, 1.284], [-0.076, -1.093, 0.527], [-0.100, -1.042, -0.704], [0.108, 0.173, -0.949], [-0.365, -0.318, -1.253], [-0.820, 0.257, 0.503], [-0.303, 0.925, -0.776], [-0.024, -0.142, -0.019], [-0.044, 0.107, -0.130], [-0.024, -0.113, 0.196], [0.027, 0.063, -0.057], [-0.017, 0.104, -0.008], [0.050, -0.022, 0.046], [-0.009, -0.036, -0.089], [-0.047, -0.093, -0.054]],
  "spin_multiplicity": 1,
  "max_force_ev_per_a": 5.89,
  "gap_ev": 8.0337,
  "energy_ev": -218530.2729,
  "total_charge": 0,
  "lumo_energy_ev": -0.62
}

***

Entry 2:
{
  "formula": "C22H35ClF9NO9PS",
  "method": "the ωB97M-V functional and the def2-TZVPD basis",
  "symbols": ["C", "C", "Cl", "C", "C", "C", "C", "C", "F", "O", "C", "C", "C", "C", "C", "C", "O", "C", "O", "N", "P", "O", "O", "O", "C", "S", "C", "C", "O", "O", "H", "H", "H", "H", "H", "H", "H", "H", "H", "H", "H", "H", "H", "H", "H", "H", "H", "H", "H", "H", "H", "H", "H", "H", "H", "H", "H", "H", "H", "H", "H", "C", "C", "C", "F", "F", "F", "F", "O", "C", "C", "F", "F", "F", "F", "H", "H", "H", "H"],
  "xyz": [[-2.454, 0.476, -3.479], [-2.967, 0.594, -2.035], [-4.734, 0.339, -2.095], [-2.262, -0.437, -1.131], [-1.156, 0.073, -0.191], [-0.496, -1.215, 0.397], [1.030, -1.240, 0.400], [1.625, -1.784, -0.877], [2.809, -2.431, -0.611], [-0.135, 0.680, -0.935], [-0.312, 2.018, -1.325], [-0.805, 2.973, -0.248], [-1.197, 4.273, -0.941], [0.073, 5.042, -1.389], [-0.075, 5.625, -2.803], [0.507, 4.693, -3.851], [-0.530, 3.776, -4.262], [-0.041, 2.709, -4.969], [0.750, 1.901, -4.505], [-1.946, 2.397, 0.584], [-2.305, 3.585, 1.901], [-3.372, 4.407, 1.383], [-0.997, 4.449, 2.152], [-2.722, 2.868, 3.242], [-1.673, 0.965, 0.991], [-0.291, 1.152, 2.222], [-2.858, 0.296, 1.717], [-4.233, 0.725, 1.246], [-4.565, 1.890, 1.162], [-5.112, -0.249, 0.979], [-3.019, -0.316, -3.949], [-2.581, 1.397, -4.030], [-1.418, 0.159, -3.495], [-2.819, 1.631, -1.763], [-3.011, -1.029, -0.625], [-1.767, -1.134, -1.791], [-0.807, -2.061, -0.199], [-0.855, -1.426, 1.396], [1.489, -0.311, 0.697], [1.319, -1.959, 1.157], [0.945, -2.532, -1.281], [1.746, -1.028, -1.644], [-0.902, 2.087, -2.231], [0.664, 2.380, -1.608], [0.048, 3.176, 0.383], [-1.733, 4.018, -1.848], [-1.772, 4.950, -0.327], [0.976, 4.453, -1.273], [0.184, 5.880, -0.712], [-1.136, 5.759, -2.979], [0.400, 6.592, -2.847], [0.828, 5.268, -4.713], [1.340, 4.162, -3.414], [-0.454, 2.638, -5.979], [-2.778, 2.424, -0.022], [-0.504, 4.107, 2.910], [-2.029, 2.822, 3.912], [-0.693, 0.327, 3.196], [-2.800, -0.778, 1.655], [-2.779, 0.511, 2.769], [-4.705, -1.119, 1.019], [4.754, -4.997, 1.661], [5.252, -6.427, 1.973], [4.429, -7.627, 1.483], [3.202, -7.668, 2.030], [5.065, -8.763, 1.838], [5.492, -6.537, 3.295], [6.450, -6.543, 1.339], [4.082, -4.242, 2.678], [2.728, -4.266, 2.902], [2.372, -4.764, 4.308], [2.816, -6.008, 4.513], [1.023, -4.766, 4.440], [2.060, -4.921, 1.940], [2.303, -2.974, 2.835], [5.670, -4.429, 1.510], [4.223, -4.949, 0.711], [4.335, -7.610, 0.394], [2.808, -4.105, 5.062]],
  "atomic_forces_ev_per_a": [[-0.044, -0.353, 0.442], [0.272, -0.187, -1.003], [-0.124, 0.099, 0.224], [-0.456, 0.846, -0.253], [-0.330, -0.960, 0.014], [0.237, 0.402, -0.081], [0.189, -0.493, 0.339], [-0.919, -0.030, -0.255], [0.564, 0.092, 0.010], [0.298, 0.444, 0.423], [-0.215, -0.153, -0.231], [0.393, 0.174, -0.701], [0.888, -0.063, -0.305], [-0.642, 0.635, 0.240], [0.241, -0.860, 0.516], [-0.478, 0.787, 0.426], [0.438, -0.523, -0.708], [1.212, -1.334, 1.312], [-1.410, 1.642, -0.880], [0.735, -0.369, -0.202], [-2.112, 2.046, 0.465], [0.029, 0.116, -0.635], [0.066, -1.153, 0.327], [0.631, -0.290, -0.213], [0.745, -0.671, 0.762], [0.584, 0.413, -0.125], [-0.194, 0.152, -0.340], [-1.010, 0.796, -0.060], [0.611, -1.212, -0.105], [0.157, 0.425, 0.236], [-0.130, -0.142, -0.337], [-0.110, 0.182, -0.190], [0.358, 0.233, -0.004], [-0.182, 0.086, 0.454], [-0.112, -0.092, 0.426], [0.190, -0.232, -0.206], [-0.270, -0.222, -0.164], [-0.111, 0.071, 0.255], [0.025, 0.343, -0.066], [0.010, -0.150, 0.196], [-0.074, -0.237, -0.136], [0.432, 0.176, -0.098], [-0.302, 0.011, -0.126], [0.367, -0.008, -0.120], [-0.116, -0.150, 0.713], [-0.556, -0.036, -0.019], [-0.426, -0.109, 0.114], [0.229, -0.164, -0.177], [0.141, 0.122, 0.303], [-0.197, 0.286, -0.324], [0.231, 0.276, -0.151], [0.102, -0.088, -0.306], [0.313, -0.317, -0.169], [-0.175, -0.058, -0.004], [-0.281, 0.134, 0.428], [0.514, 0.236, -0.119], [-0.027, -0.229, 0.158], [-0.266, -0.102, -0.165], [0.453, -0.318, -0.241], [-0.368, 0.293, 0.312], [-0.037, -0.218, 0.049], [-0.037, 0.528, -0.346], [-0.178, 0.327, 0.612], [0.146, -0.253, -0.284], [-0.240, 0.371, 0.210], [0.122, 0.051, 0.029], [-0.149, -0.070, 0.072], [0.013, 0.011, -0.246], [-0.131, -0.748, 0.419], [0.742, 0.080, -0.773], [-0.007, 0.126, 0.265], [0.087, -0.264, -0.213], [-0.031, 0.072, -0.068], [-0.025, -0.310, 0.082], [-0.098, 0.144, 0.252], [0.032, -0.022, 0.073], [-0.230, -0.192, 0.052], [0.006, 0.078, -0.004], [-0.003, 0.074, -0.064]],
  "spin_multiplicity": 1,
  "max_force_ev_per_a": 2.98,
  "gap_ev": 10.3484,
  "energy_ev": -100398.1240,
  "total_charge": 1,
  "lumo_energy_ev": -3.02
}

***

Entry 3:
{
  "formula": "C22H35FFeN4O4S",
  "method": "the ωB97M-V functional and the def2-TZVPD basis",
  "symbols": ["Fe", "C", "O", "C", "C", "O", "C", "C", "O", "C", "H", "H", "H", "H", "H", "H", "H", "H", "H", "H", "H", "H", "H", "H", "O", "N", "C", "C", "C", "C", "C", "S", "H", "H", "H", "H", "C", "N", "C", "C", "N", "N", "C", "C", "H", "H", "H", "H", "H", "H", "H", "H", "H", "H", "H", "H", "H", "F", "C", "C", "C", "C", "C", "C", "H", "H", "H", "H"],
  "xyz": [[-0.335, -0.636, -0.693], [-1.427, 0.615, 4.261], [-1.621, 0.600, 2.866], [-2.977, 0.508, 2.517], [-3.130, 0.478, 1.011], [-2.429, -0.566, 0.361], [-2.835, -1.883, 0.701], [-1.715, -2.551, 1.467], [-0.516, -2.518, 0.697], [-0.239, -3.734, 0.007], [-1.943, 1.462, 4.729], [-1.790, -0.311, 4.725], [-0.358, 0.708, 4.439], [-3.425, -0.385, 2.975], [-3.536, 1.377, 2.893], [-4.201, 0.392, 0.789], [-2.765, 1.401, 0.560], [-3.757, -1.870, 1.287], [-3.019, -2.415, -0.235], [-1.509, -2.015, 2.396], [-1.981, -3.586, 1.701], [-0.041, -4.535, 0.724], [-1.072, -4.019, -0.642], [0.641, -3.553, -0.602], [-0.978, 1.015, -1.668], [-1.602, 0.871, -2.834], [-1.864, 2.005, -3.522], [-2.523, 1.986, -4.717], [-2.928, 0.750, -5.235], [-2.651, -0.393, -4.534], [-1.971, -0.360, -3.299], [-1.588, -1.750, -2.395], [-1.501, 2.896, -3.033], [-2.710, 2.914, -5.236], [-3.448, 0.695, -6.182], [-2.940, -1.366, -4.904], [2.525, 3.049, 0.987], [1.364, 2.196, 1.183], [0.160, 2.669, 0.523], [1.515, 0.857, 1.426], [0.752, -0.052, 0.927], [2.602, 0.545, 2.242], [2.712, 1.212, 3.528], [3.052, -0.832, 2.255], [2.619, 3.316, -0.071], [3.430, 2.535, 1.294], [2.422, 3.972, 1.562], [-0.011, 3.706, 0.821], [-0.679, 2.062, 0.844], [0.235, 2.609, -0.564], [0.933, -0.943, 1.376], [2.308, 2.220, 3.467], [3.760, 1.274, 3.826], [2.169, 0.665, 4.311], [3.062, -1.226, 1.239], [2.426, -1.480, 2.888], [4.067, -0.864, 2.649], [4.969, -0.907, -3.829], [3.807, -0.898, -3.124], [3.485, 0.212, -2.371], [2.292, 0.197, -1.653], [1.389, -0.877, -1.661], [1.777, -1.956, -2.465], [2.971, -1.990, -3.185], [4.153, 1.065, -2.352], [2.058, 1.089, -1.075], [1.120, -2.813, -2.575], [3.241, -2.842, -3.797]],
  "atomic_forces_ev_per_a": [[-0.501, -0.482, -0.418], [0.005, 0.027, -0.039], [0.042, 0.050, 0.026], [-0.015, 0.029, 0.000], [-0.022, 0.029, -0.085], [0.087, 0.042, 0.126], [0.053, 0.001, -0.040], [0.001, -0.019, 0.069], [0.214, -0.018, -0.142], [-0.070, -0.005, 0.002], [0.002, 0.005, -0.001], [-0.008, -0.012, -0.004], [0.001, -0.004, 0.003], [0.001, -0.029, 0.007], [-0.025, -0.007, 0.014], [-0.004, 0.027, -0.035], [0.046, -0.058, 0.029], [0.004, -0.038, 0.018], [-0.023, 0.029, 0.012], [-0.016, 0.036, -0.042], [0.022, -0.014, 0.041], [-0.015, -0.009, 0.017], [0.011, 0.020, -0.003], [0.028, -0.003, 0.004], [0.054, 0.093, 0.069], [0.015, -0.212, 0.002], [0.031, -0.020, 0.036], [-0.017, -0.002, -0.032], [0.004, 0.008, 0.009], [0.010, 0.029, 0.022], [0.094, 0.161, 0.078], [0.166, 0.099, 0.107], [-0.004, 0.008, -0.009], [0.004, -0.008, 0.007], [0.004, 0.000, 0.008], [0.004, 0.000, 0.005], [-0.028, -0.001, 0.006], [-0.098, -0.007, -0.065], [0.091, -0.032, 0.114], [0.157, -0.095, -0.068], [-0.153, 0.394, 0.166], [-0.029, -0.060, 0.057], [0.017, 0.009, -0.015], [0.015, 0.035, -0.002], [0.008, 0.000, -0.008], [-0.004, 0.013, -0.015], [-0.003, 0.009, -0.001], [0.010, -0.007, 0.007], [-0.030, -0.031, -0.011], [-0.008, -0.018, 0.007], [-0.080, -0.004, -0.018], [0.000, -0.032, 0.013], [0.001, 0.005, -0.002], [0.008, 0.007, -0.012], [0.015, 0.003, 0.003], [-0.013, -0.005, -0.004], [0.001, -0.001, 0.007], [0.066, -0.002, -0.028], [-0.074, -0.025, 0.029], [-0.034, -0.008, 0.029], [0.103, 0.102, 0.002], [-0.141, 0.103, 0.014], [0.028, -0.050, 0.026], [0.014, 0.011, 0.017], [0.011, -0.005, -0.013], [-0.004, -0.081, -0.076], [-0.041, 0.006, -0.013], [0.010, 0.011, -0.003]],
  "spin_multiplicity": 1,
  "max_force_ev_per_a": 0.81,
  "gap_ev": [7.3885, 7.3416],
  "energy_ev": -85468.7986,
  "total_charge": 0,
  "lumo_energy_ev": [0.54, 0.54]
}